# 1
DFT (wB97M-V/def2-TZVPD) results for C36H53N8O7P2Tm as an isolated structure at a distorted geometry.

## Properties
Kohn-Sham gap (alpha / beta) ... 5.15 / 5.15 eV
HOMO level (alpha / beta) ... -0.4388 / -0.4388 Ha
Electronic energy ... -112548.6426 eV
Total charge ... +2
Relative energy (zero: lowest compared OMol25 entry of this formula, charge and spin) ... 0.00 kcal/mol
Multiplicity ... 3

CARTESIAN COORDINATES (ANGSTROEM)
1 Tm 0.092 -0.506 1.219
2 P -2.234 -3.048 0.990
3 P -0.521 -2.803 -1.481
4 O -0.266 1.229 -0.072
5 O 0.210 -1.663 -0.725
6 O 4.939 -1.939 -4.996
7 O 5.992 -3.471 -3.835
8 O -1.879 -3.124 -0.591
9 O -2.597 1.183 3.897
10 O -1.264 -2.135 1.703
11 N -1.100 -2.452 -2.961
12 N -3.739 -2.528 1.213
13 N 1.082 0.030 3.159
14 N -3.334 2.619 2.182
15 N -1.532 1.128 1.837
16 N -1.981 -4.622 1.369
17 N 0.503 -4.077 -1.694
18 N 2.433 -0.406 0.732
19 C -2.797 -5.668 0.746
20 C 2.680 -0.558 -1.754
21 C 4.412 -2.006 -2.660
22 C 2.529 6.161 1.371
23 C -0.281 5.455 -2.722
24 C -1.227 -5.030 2.548
25 C 0.022 6.215 -1.581
26 C 2.348 1.386 5.168
27 C -1.290 1.717 0.634
28 C -4.150 -2.153 2.573
29 C -4.296 3.278 3.029
30 C -2.094 2.751 0.088
31 C 5.094 -2.434 -3.902
32 C 0.465 0.198 4.326
33 C -2.421 -2.773 -3.546
34 C 3.137 -0.803 -0.424
35 C 2.374 0.386 2.980
36 C -0.146 -1.915 -3.940
37 C 1.564 -4.298 -0.681
38 C 4.959 -2.131 -1.372
39 C 3.042 1.131 3.982
40 C 3.099 0.056 1.802
41 C 1.402 4.406 -0.777
42 C 0.867 5.699 -0.599
43 C -4.682 -2.272 0.166
44 C 3.297 -1.157 -2.846
45 C -3.156 3.063 0.871
46 C 0.455 4.239 -2.969
47 C 0.385 -5.066 -2.799
48 C 0.377 3.503 -4.286
49 C 1.187 6.469 0.672
50 C 4.332 -1.568 -0.244
51 C 1.088 0.768 5.393
52 C -2.508 1.596 2.713
53 C -0.021 6.277 1.619
54 C 1.360 3.743 -1.972
55 H -1.656 -4.518 3.390
56 H -3.867 4.164 3.448
57 H 0.780 4.145 -5.114
58 H -0.962 5.747 -3.499
59 H 2.774 2.071 5.878
60 H 0.006 -6.050 -2.421
61 H -3.996 3.706 0.562
62 H -0.313 -0.828 -4.159
63 H 2.555 -4.302 -1.168
64 H 5.872 -2.760 -1.264
65 H 0.974 2.593 -4.232
66 H 1.347 -5.272 -0.134
67 H 0.576 0.719 6.381
68 H 1.981 2.864 -2.223
69 H -0.451 5.275 1.555
70 H 2.546 5.083 1.707
71 H -2.998 -3.429 -2.845
72 H -0.891 6.893 1.316
73 H -0.683 3.264 -4.597
74 H 2.738 6.784 2.251
75 H 5.873 -4.009 -3.022
76 H 2.987 -0.888 -3.859
77 H -0.304 7.249 -1.414
78 H 1.795 3.885 0.079
79 H 4.847 -1.622 0.710
80 H 1.398 -5.151 -3.278
81 H -0.595 -0.065 4.361
82 H 1.743 0.032 -1.828
83 H -3.902 -1.122 2.845
84 H 4.062 1.505 3.855
85 H 4.196 0.295 1.796
86 H 1.227 7.527 0.368
87 H -3.593 -5.983 1.470
88 H -3.033 -1.868 -3.647
89 H -4.300 -2.548 -0.828
90 H -4.915 -1.171 0.153
91 H -5.685 -2.740 0.421
92 H 0.893 -2.017 -3.612
93 H -0.236 -4.584 -3.586
94 H 3.354 6.290 0.635
95 H 1.593 -3.474 0.046
96 H 0.104 6.543 2.641
97 H -0.155 -4.832 2.433
98 H -3.571 -2.762 3.299
99 H -1.959 3.228 -0.866
100 H -2.226 -6.519 0.447
101 H -0.278 -2.461 -4.897
102 H -3.327 -5.238 -0.142
103 H -5.173 3.516 2.426
104 H -2.307 -3.207 -4.517
105 H -1.299 -6.151 2.663
106 H -4.527 2.559 3.807
107 H -5.231 -2.446 2.657

# 2
DFT (wB97M-V/def2-TZVPD) results for an isolated ion of composition C5H15N2S and charge +1 at a distorted geometry.

## Properties
Kohn-Sham gap ... 9.51 eV
HOMO level ... -0.4692 Ha
Electronic energy ... -19234.5554 eV
Total charge ... +1
Relative energy (zero: lowest compared OMol25 entry of this formula, charge and spin) ... 75.13 kcal/mol
Multiplicity ... 1

CARTESIAN COORDINATES (ANGSTROEM)
1 S 0.139 3.625 1.032
2 N 0.274 -1.295 -0.264
3 N -0.397 0.522 1.733
4 C -0.780 -0.242 -0.606
5 C -0.678 1.072 0.259
6 C 1.476 -1.248 -1.105
7 C 0.220 2.147 -0.197
8 C -0.204 -2.590 -0.025
9 H 1.568 -0.312 -1.748
10 H -1.086 4.170 0.657
11 H 1.354 1.848 -0.249
12 H 1.782 -2.112 -1.823
13 H -1.201 0.599 2.433
14 H 0.109 2.583 -1.209
15 H -0.856 -2.556 0.829
16 H -0.033 -0.354 1.458
17 H 0.428 1.169 2.166
18 H 2.386 -1.302 -0.297
19 H -0.779 0.046 -1.679
20 H 0.632 -3.338 0.128
21 H -0.781 -3.235 -0.757
22 H -1.843 -0.671 -0.842
23 H -1.727 1.470 0.108

# 3
DFT (wB97M-V/def2-TZVPD) results for a 2-piece molecular cluster, C6H17NO overall at a distorted geometry.

## Properties
Kohn-Sham gap (alpha / beta) ... 2.32 / 8.66 eV
HOMO level (alpha / beta) ... 0.0370 / -0.1997 Ha
Electronic energy ... -10031.6460 eV
Total charge ... -1
Relative energy (zero: lowest compared OMol25 entry of this formula, charge and spin) ... 57.57 kcal/mol
Multiplicity ... 2

CARTESIAN COORDINATES (ANGSTROEM)
1 O 2.839 1.567 -1.285
2 N -0.567 -0.614 0.406
3 C 0.035 1.107 2.390
4 C -0.997 0.375 1.398
5 C -2.253 -0.022 2.125
6 C 0.258 -0.393 -1.854
7 C -0.086 -1.625 -2.539
8 C 0.699 -0.401 -0.320
9 H -0.968 -2.148 -2.170
10 H -0.302 -1.549 -3.590
11 H -2.918 -0.602 1.393
12 H -0.999 1.301 0.647
13 H 3.371 2.472 -1.517
14 H 2.394 1.130 -2.006
15 H -0.434 1.841 2.975
16 H 1.413 -1.217 -0.023
17 H 0.756 -2.320 -2.342
18 H 1.261 -0.019 -2.302
19 H 0.412 0.293 3.093
20 H 0.925 1.390 1.761
21 H 1.158 0.522 -0.200
22 H -2.103 -0.670 2.833
23 H -0.481 -1.598 0.803
24 H -0.605 0.368 -2.133
25 H -2.806 0.814 2.459

# 4
DFT (wB97M-V/def2-TZVPD) results for a 4-piece molecular cluster, C22H26F overall.

## Properties
Kohn-Sham gap ... 4.02 eV
HOMO level ... -0.0609 Ha
Electronic energy ... -25951.5495 eV
Total charge ... -1
Multiplicity ... 1

CARTESIAN COORDINATES (ANGSTROEM)
1 F -2.383 -1.359 -4.102
2 C 0.818 5.091 -2.945
3 C 0.145 4.162 -0.833
4 C 2.295 0.891 4.428
5 C 0.389 5.268 -1.637
6 C 0.331 2.881 -1.333
7 C -1.163 0.057 0.531
8 C -2.222 -4.473 -3.627
9 C 0.261 -0.983 -1.097
10 C 1.088 -0.543 1.121
11 C 3.228 1.560 5.207
12 C 1.608 -0.382 6.347
13 C 0.755 2.706 -2.643
14 C 1.288 -1.032 -0.164
15 C 3.352 1.258 6.557
16 C 2.541 0.287 7.127
17 C 1.484 -0.081 4.997
18 C -3.376 -2.165 -3.274
19 C -0.141 -0.001 1.470
20 C -2.505 -3.264 -2.710
21 C 0.998 3.810 -3.448
22 C -0.970 -0.435 -0.753
23 C -3.449 -5.003 -4.381
24 H -0.194 4.298 0.187
25 H 0.241 6.267 -1.245
26 H -1.764 -0.401 -1.490
27 H -1.792 -5.277 -3.015
28 H -4.305 -4.382 -4.102
29 H 2.199 1.128 3.376
30 H 0.877 1.704 -3.035
31 H 0.402 -1.369 -2.097
32 H 0.133 2.014 -0.717
33 H 2.246 -1.458 -0.436
34 H -3.556 -1.454 -2.445
35 H -2.996 -3.621 -1.789
36 H 3.860 2.318 4.761
37 H 0.757 -0.604 4.389
38 H -3.350 -4.904 -5.466
39 H 1.891 -0.590 1.847
40 H 1.320 3.670 -4.473
41 H 0.974 -1.140 6.790
42 H -1.517 -2.878 -2.407
43 H -1.437 -4.178 -4.331
44 H -2.118 0.495 0.797
45 H -0.304 0.384 2.470
46 H 1.003 5.952 -3.576
47 H 2.636 0.051 8.179
48 H 4.080 1.781 7.164
49 H -3.658 -6.057 -4.174

# 5
DFT (wB97M-V/def2-TZVPD) results for C52H39CoNOP2S as an isolated structure.

## Properties
Kohn-Sham gap (alpha / beta) ... 2.73 / 5.70 eV
HOMO level (alpha / beta) ... -0.0313 / -0.1428 Ha
Electronic energy ... -125133.9357 eV
Total charge ... -1
Relative energy (zero: lowest compared OMol25 entry of this formula, charge and spin) ... 0.00 kcal/mol
Multiplicity ... 5

CARTESIAN COORDINATES (ANGSTROEM)
1 Co -0.282 -0.298 0.189
2 S -2.246 -1.261 -0.385
3 P 1.616 -1.132 -0.886
4 P -0.633 2.036 0.114
5 O 1.735 1.584 -1.705
6 N -1.878 -4.885 8.844
7 C 1.244 -2.903 -1.096
8 C 0.735 4.586 3.069
9 C 5.035 -0.321 1.272
10 C -4.562 -0.699 -4.287
11 C -0.028 2.553 4.092
12 C 0.548 3.810 4.204
13 C -1.614 -4.334 7.853
14 C 2.337 -0.916 -4.964
15 C 2.015 1.320 -4.126
16 C -5.195 -1.110 -3.117
17 C -0.237 2.851 1.702
18 C 1.494 -5.224 -0.497
19 C -3.201 -0.429 -4.256
20 C 1.919 -0.569 -2.608
21 C -1.201 -1.606 5.363
22 C -1.507 -2.250 6.522
23 C 0.169 -3.247 -1.918
24 C 3.701 -0.283 0.858
25 C -0.774 -4.374 5.520
26 C -2.941 2.230 -1.407
27 C 2.742 0.628 1.569
28 C 2.021 3.868 -2.416
29 C 2.249 0.448 -5.181
30 C -0.136 -1.045 1.970
31 C -3.103 -0.999 -1.897
32 C -0.383 -1.634 3.027
33 C 0.439 -5.560 -1.330
34 C -0.660 -2.305 4.229
35 C -2.419 2.327 -0.119
36 C -3.285 2.457 0.961
37 C 4.283 -1.876 -0.865
38 C 2.156 -1.415 -3.681
39 C -4.309 2.281 -1.617
40 C -0.226 -4.568 -2.041
41 C 1.280 2.883 -1.773
42 C -4.480 -1.258 -1.939
43 C -1.296 -3.665 6.657
44 C 3.321 -1.104 -0.212
45 C -4.657 2.511 0.749
46 C -0.470 -3.722 4.365
47 C -5.170 2.422 -0.537
48 C 5.600 -1.900 -0.441
49 C -0.437 4.466 -1.294
50 C 1.510 5.150 -2.515
51 C 5.972 -1.122 0.647
52 C -0.409 2.070 2.848
53 C 1.891 0.810 -2.841
54 C 0.351 4.108 1.823
55 C 1.891 -3.899 -0.372
56 C -2.481 -0.574 -3.077
57 C 0.079 3.183 -1.134
58 C 0.257 5.441 -1.995
59 H 2.364 0.850 -6.180
60 H 3.269 1.273 2.271
61 H 6.324 -2.519 -0.953
62 H 0.523 4.726 0.952
63 H -0.090 -4.274 3.513
64 H 2.201 1.259 0.860
65 H -2.894 2.506 1.969
66 H 2.159 -2.486 -3.517
67 H 1.987 0.053 2.117
68 H -0.370 -2.475 -2.454
69 H 2.091 5.921 -3.004
70 H -0.167 1.933 4.968
71 H -2.274 2.097 -2.250
72 H -0.164 6.432 -2.108
73 H 3.991 -2.484 -1.713
74 H 2.699 -3.642 0.300
75 H -1.931 -1.704 7.356
76 H 2.993 3.628 -2.825
77 H -1.066 -4.818 -2.676
78 H -5.325 2.609 1.594
79 H 2.521 -1.592 -5.788
80 H -4.971 -1.571 -1.026
81 H 1.190 5.565 3.148
82 H 6.995 -1.138 1.004
83 H -0.821 1.070 2.765
84 H -6.240 2.449 -0.698
85 H -1.382 -0.539 5.274
86 H -4.704 2.185 -2.621
87 H -5.123 -0.598 -5.208
88 H 5.336 0.303 2.105
89 H 1.923 2.377 -4.318
90 H -6.258 -1.320 -3.122
91 H -0.637 -5.447 5.593
92 H -1.418 -0.354 -3.060
93 H -2.694 -0.101 -5.156
94 H 0.865 4.180 5.171
95 H -1.401 4.694 -0.855
96 H 2.005 -5.991 0.069
97 H 0.123 -6.592 -1.415